1.
Formula: C48H39BN11SiTi
Source: the OMol25 dataset
Level of theory: ωB97M-V/def2-TZVPD

## Properties
- expectation value of S² = 0.757
- spin multiplicity = 2
- LUMO (alpha / beta) (hartree) = -0.2337 / -0.2337
- Kohn-Sham gap (alpha / beta) (eV) = 5.69 / 6.31
- charge = +2
- HOMO energy (alpha / beta) (eV) = -12.0 / -12.7

Element x y z (Å)
H -5.530 0.484 3.249
H -0.121 -3.842 -3.694
C -2.475 -1.247 -2.199
H 5.351 3.596 -0.369
H -5.338 0.361 -1.311
H 1.155 4.715 -3.041
C -0.817 -3.112 -3.307
H 3.963 0.008 -2.531
C 0.934 2.708 5.632
C 0.034 3.799 1.583
C 2.271 -0.343 -1.139
C 2.999 5.673 -0.533
C -2.676 -1.307 2.867
C 0.425 1.454 5.314
C 2.553 2.511 3.869
H -4.158 -1.185 4.428
C 2.827 -3.414 4.390
H 7.177 2.054 -1.023
H 3.015 6.652 -2.541
H 3.089 -5.412 3.657
C -2.119 3.084 -3.225
C 4.321 0.816 1.275
C -0.292 -1.939 1.655
C -1.266 3.748 -2.364
C 3.264 -2.615 1.766
C 3.128 0.373 -1.960
H 2.682 -3.720 5.417
C -0.638 -2.573 2.855
C 5.378 -0.040 0.925
H -2.477 -3.774 -4.478
N -0.601 1.767 0.971
C -4.359 -2.006 -3.530
C -0.763 3.305 2.594
C 2.639 5.895 -1.876
H 0.654 -2.207 -2.024
C -3.873 -0.831 3.446
C 3.066 -4.361 3.404
C -3.336 -0.356 -1.487
B 0.703 2.962 -0.793
C 1.990 3.238 4.903
H 0.035 -3.304 3.281
C -2.115 -3.070 -3.739
C 2.070 1.232 3.560
N -1.157 -1.265 -1.818
H -0.401 1.045 5.882
N -2.707 0.320 -0.432
C -2.992 -2.112 -3.190
H -1.752 1.327 2.690
C 6.379 1.708 -0.381
C -1.130 2.033 2.170
H 3.031 2.562 -2.373
H 2.396 4.207 5.155
C -0.374 -2.183 -2.359
H -1.174 4.801 -2.154
N -1.073 -1.067 1.043
C -3.171 0.055 0.868
C 1.697 4.937 -2.137
H 5.413 -1.050 1.314
H 0.653 -2.159 1.175
Si 3.013 0.173 2.391
C 6.396 0.405 0.104
H -4.981 1.176 0.945
H -2.111 -2.723 4.404
C 0.985 0.719 4.286
C -4.665 -0.306 -1.832
C 4.327 2.134 0.801
N 2.332 4.657 -0.018
H 3.513 -4.695 1.331
N 1.597 1.703 -1.078
N 1.332 0.460 -0.613
C 2.661 1.675 -1.888
H -6.207 -1.039 -3.136
C 2.781 -2.068 4.063
H 3.387 2.929 3.319
H 7.205 -0.265 -0.155
H -1.050 3.798 3.504
N -0.496 2.834 -1.755
C -1.801 1.738 -3.068
H 0.535 4.744 1.489
H 3.536 2.828 1.061
H -2.875 3.505 -3.863
C -5.159 -1.111 -2.875
C 2.988 -1.647 2.741
H -2.193 0.896 -3.611
H 0.594 -0.265 4.055
C 3.293 -3.959 2.093
H 2.314 -1.388 -0.877
N 1.515 4.206 -1.001
N 0.128 2.859 0.630
C -2.293 -0.794 1.610
C -1.818 -2.251 3.475
H -4.770 -2.655 -4.291
C -4.325 0.494 1.468
C 5.353 2.572 -0.019
H 3.480 -2.316 0.748
N -0.834 1.586 -2.158
H 2.614 -1.337 4.844
H 0.506 3.272 6.450
H 3.703 6.219 0.074
Ti -0.826 0.241 -0.488
C -4.645 0.081 2.776

Atomic partial charges in e from the Löwdin method, atoms 1 to 5: number 1, H, carries 0.119; number 2, H, carries 0.118; number 3, C, carries -0.160; number 4, H, carries 0.111; number 5, H, carries 0.117

2.
Formula: C4H6N4
Source: the OMol25 dataset
Level of theory: ωB97M-V/def2-TZVPD

## Properties
- SMILES = C/N=N/c1c[nH]cn1
- energy above the lowest of the compared OMol25 structures with the same formula, charge and spin (kJ/mol) = 199.5
- LUMO (hartree) = 0.0293
- Kohn-Sham gap (eV) = 9.41
- charge = 0
- HOMO energy (eV) = -8.6

Element x y z (Å)
C 3.337 0.040 0.104
N 1.996 -0.455 -0.271
C -2.247 -0.830 0.037
H 3.516 0.991 -0.371
H -3.285 0.969 -0.017
C -0.290 0.070 -0.034
H 4.087 -0.651 -0.338
H 3.413 0.169 1.189
C -1.173 1.139 -0.057
H -3.097 -1.491 0.129
H -1.020 2.205 -0.127
N -2.385 0.521 0.012
N -0.958 -1.121 0.029
N 1.150 0.384 0.121

Atomic partial charges in e from the Löwdin method, atoms 1 to 5: number 1, C, carries -0.126; number 2, N, carries -0.041; number 3, C, carries -0.183; number 4, H, carries 0.057; number 5, H, carries 0.145

3.
Formula: C5H11N
Source: the OMol25 dataset
Level of theory: ωB97M-V/def2-TZVPD

## Properties
- SMILES = C=CC.C=NC
- energy above the lowest of the compared OMol25 structures with the same formula, charge and spin (kJ/mol) = 186.0
- LUMO (hartree) = 0.0415
- Kohn-Sham gap (eV) = 10.69
- charge = 0
- HOMO energy (eV) = -9.6

Element x y z (Å)
C -2.200 0.020 2.166
H 1.119 1.892 -1.803
H 0.258 -1.761 -2.751
C 1.471 -0.165 -1.818
H 1.893 -2.139 -2.315
N -1.014 -0.189 1.786
H -2.906 -0.774 1.947
H 0.668 0.630 2.719
H 0.496 0.963 1.011
C 0.796 0.924 -2.166
H -2.498 0.914 2.724
C -0.054 0.896 1.951
H -0.142 0.843 -2.693
C 1.015 -1.589 -1.991
H 0.638 -1.965 -1.040
H 2.312 -0.041 -1.144
H -0.541 1.867 2.076

Atomic partial charges in e from the Löwdin method, atoms 1 to 5: number 1, C, carries -0.086; number 2, H, carries 0.047; number 3, H, carries 0.069; number 4, C, carries -0.254; number 5, H, carries 0.063

4.
Formula: C23H45Cl2N2O6
Source: the OMol25 dataset
Level of theory: ωB97M-V/def2-TZVPD

## Properties
- LUMO (hartree) = 0.0717
- Kohn-Sham gap (eV) = 6.59
- charge = -1
- HOMO energy (eV) = -4.6

Element x y z (Å)
H -4.261 -2.354 3.966
H 3.825 -2.717 5.129
H -4.913 -2.393 1.171
H 1.805 0.916 -1.583
H 1.590 -1.074 5.626
H -6.429 -0.613 2.854
H 3.278 1.319 -3.453
H 1.055 -2.267 0.108
O 3.017 2.369 -7.058
H -1.945 2.305 3.314
C -5.037 -2.233 3.207
H -4.436 2.301 2.920
H -1.164 -1.393 -0.391
H 4.359 0.213 5.769
C 1.822 0.127 -2.341
C 3.708 -0.663 5.824
C 0.246 -2.983 -0.027
H 0.111 -0.580 -4.679
H 3.717 -1.032 6.850
H 2.315 -0.748 -1.914
H -4.897 -0.453 2.027
H 1.061 2.223 -3.958
C -0.366 -3.421 1.300
H -0.826 0.732 -3.939
C -5.348 -0.736 2.988
H 1.735 3.357 -8.322
H 0.138 -4.280 1.744
C 2.519 -0.385 3.802
C 2.467 0.615 -3.633
H -2.836 -0.498 2.575
H 0.636 -3.847 -0.572
H -2.125 -4.244 -0.959
O -1.716 -3.796 1.011
C 4.153 -1.717 4.818
C -3.361 1.542 5.426
C 5.023 3.222 -7.958
Cl -1.282 1.443 1.225
H 5.425 2.389 -8.539
H 2.874 0.574 3.410
H 4.327 3.483 -5.914
H 1.618 -0.665 3.263
C -2.066 -3.367 -0.305
H 2.865 -0.227 -4.206
O -2.419 1.385 6.235
H 3.627 4.845 -8.275
H 1.943 0.651 5.639
H -4.131 1.605 1.290
H -3.519 3.209 1.687
C 3.842 3.858 -8.690
N -4.965 0.248 3.980
H -0.365 -2.600 2.024
C 1.272 1.230 -4.360
N -4.623 -2.928 1.981
O 0.481 -0.227 -2.679
H 3.997 3.964 -9.763
C -3.586 0.281 4.481
C 4.353 2.709 -6.689
O -4.213 2.439 5.339
C 2.718 2.885 -8.354
H -3.614 -3.026 1.932
H -3.052 -2.901 -0.268
C 0.158 0.263 -3.979
C -2.589 0.265 3.315
H 4.835 1.823 -6.274
H 1.417 1.320 -5.434
H -5.581 0.210 4.781
H -5.936 -2.724 3.597
C -2.439 1.620 2.627
H -3.364 -0.599 5.099
H 2.683 2.059 -9.073
H 5.835 3.917 -7.750
O 3.531 -1.380 3.582
Cl -0.968 -0.243 3.933
C -3.726 2.220 2.097
C 2.311 -0.318 5.309
H -0.856 -2.356 -1.831
C -0.969 -2.405 -0.751
H 5.235 -1.742 4.671

Atomic partial charges in e from the Löwdin method, atoms 1 to 5: number 1, H, carries 0.103; number 2, H, carries 0.113; number 3, H, carries 0.047; number 4, H, carries 0.121; number 5, H, carries 0.108

| no. | calculated total energy (eV) |
| --- | --- |
| 1 | -98462.6202 |
| 2 | -10203.8719 |
| 3 | -6851.6006 |
| 4 | -64891.3833 |